Entry 1:
This record from the Open Molecules 2025 dataset describes the molecule C8H10O. The level of theory is wB97M-V/def2-TZVPD.

Positions of all 19 atoms, in Å:
H  -0.9624  -2.0275  1.0699
C  0.5472  3.2771  -0.5878
C  -1.4389  0.7270  0.6950
C  -1.7682  -1.6265  0.5166
C  1.4387  -0.2812  -1.3867
H  1.8553  0.6727  -1.7475
H  2.1711  -1.0758  -1.5082
H  -2.6588  -2.2736  0.6376
C  -0.2009  0.8440  0.1924
H  2.0336  -1.7804  0.9607
H  0.8648  -0.8844  2.0562
H  -2.0172  1.6460  0.8438
H  0.5691  -0.4618  -2.0901
C  0.8923  -0.2016  0.0504
H  -1.5197  -1.5820  -0.5618
O  -2.1558  -0.3563  1.0154
C  0.2035  2.1736  -0.2076
C  1.2575  -1.0307  1.0436
H  0.8887  4.2414  -0.9918

The SMILES is C#C/C(=C/OC)C(=C)C. The calculation puts the HOMO energy at -0.3079 Eh. For the energy above the lowest of the compared OMol25 structures with the same formula, charge and spin, the calculation gives 83.9 kcal/mol. The gap between HOMO and LUMO comes out at 9.24 eV. Its charge is 0.

Quick look at the Löwdin charges, all values in e:
1 H 0.0514
2 C 0.1132
3 C -0.1078
4 C -0.0692
5 C -0.0560
6 H 0.0726
7 H 0.0676
8 H 0.1029
9 C -0.2200
10 H 0.0642
11 H 0.0811
12 H 0.1425
13 H 0.0974
14 C -0.3122
15 H 0.1095
16 O -0.0885
17 C -0.1274
18 C 0.0383
19 H 0.0403

***

Entry 2:
This record from the Open Molecules 2025 dataset describes a 7-piece molecular cluster, C55H105FN2O14 overall. The level of theory is wB97M-V/def2-TZVPD.

Positions of all 177 atoms, in Å:
C  -0.5953  -7.4082  -7.0673
H  -0.3640  1.4542  3.8368
H  -4.5455  5.8800  9.5655
H  -4.3568  -5.0378  0.6845
O  5.1288  8.2045  2.6892
H  4.5982  1.1727  -6.1552
H  -4.6622  -7.3704  -5.3837
H  2.1652  1.1508  1.1427
H  -5.3486  7.4385  9.3153
H  -0.6605  -4.3233  -4.2098
H  -1.3578  -7.9381  1.5373
H  -2.0449  -4.9111  -1.2056
C  3.5167  -4.8291  1.2210
H  6.3062  2.0563  -3.8652
H  4.5225  6.4155  4.7524
H  -2.4213  -6.3202  -5.4186
O  -8.1667  -7.2540  -5.4882
H  6.2005  7.0666  1.4464
H  -0.6920  0.5731  0.9430
H  -0.1590  -7.8307  -7.9727
H  -8.3007  -6.0043  -7.9876
H  -3.7582  -7.2788  0.9762
C  0.7825  0.1665  -2.9234
C  2.8226  5.9739  9.5705
C  -1.3494  -1.6242  -3.0636
H  2.5758  1.2424  -4.6453
H  -1.7383  -7.8037  -0.1561
C  -0.3758  -2.5970  -5.1858
C  4.4466  7.4860  4.9469
C  1.4529  5.7701  10.1920
H  -9.5013  -6.2202  -4.4245
H  -1.4950  -6.8636  -7.3564
C  0.9356  -6.9401  0.8241
C  1.2663  -3.9758  -4.1304
H  -3.0580  5.4363  7.1337
C  0.2167  0.6513  0.3425
H  -3.9643  -8.9121  -4.8591
C  -3.2964  -5.2342  0.5002
H  3.2199  2.0330  3.0494
N  0.0593  -3.9678  -4.8391
H  1.7091  7.1166  7.3278
H  -0.4210  -5.8605  -0.4030
H  2.4149  6.2999  -4.0937
O  3.7465  5.8872  -1.6546
H  -0.0955  2.7101  2.1031
N  0.7748  2.2199  2.2575
H  0.6521  5.9080  9.4643
H  5.3923  7.8185  5.3769
C  -0.8916  -8.5008  -6.0558
H  -6.8340  -8.2888  -6.5597
H  2.1729  -7.1332  -0.9522
C  5.4218  6.9088  2.1936
H  -10.7601  -8.0993  -5.4639
H  -4.9091  -4.0072  -1.2519
C  -9.3453  -6.4695  -5.4741
O  1.7715  1.0453  -2.7438
H  -4.8710  6.4607  7.9311
H  -9.1850  -5.5232  -6.0035
H  0.1070  -6.6916  -6.6393
O  4.4110  2.7978  -4.2341
C  4.2385  6.2030  1.5560
C  0.5919  1.2599  3.3473
H  3.3898  2.7400  -2.4810
H  6.2460  1.5316  -6.6131
C  -0.3617  -1.6253  -4.0416
H  3.2360  -4.8483  2.2736
C  1.1995  1.6343  0.9943
C  -7.4220  -6.6034  -7.7458
O  -0.6560  -2.3101  -6.3004
F  1.0629  -4.2613  -2.8125
H  -1.4265  7.8565  6.1896
H  -3.6246  -8.2882  -6.4739
C  -2.9496  -6.5706  1.1662
H  5.9565  0.3115  -5.3978
H  3.3221  -0.0123  -3.6037
H  -7.0474  -7.0309  -8.6763
H  5.4154  6.9581  -1.8846
H  4.4727  6.8142  -3.3584
C  4.3981  6.9797  -2.2775
H  -3.1905  7.7934  6.1964
C  2.0372  -6.4372  -0.1231
H  1.3684  2.4381  0.2763
C  -1.6153  -7.2173  0.7562
C  -0.2309  0.1955  -1.9403
C  2.2417  5.0072  7.4517
C  2.3859  5.6946  -1.9967
H  1.7407  -5.4889  -0.5776
H  0.7963  -8.0073  0.6431
C  5.6090  1.2760  -5.7664
H  2.0794  4.8176  -1.4238
H  -2.7778  -6.9801  -3.8306
O  -2.6898  0.2821  -0.3530
H  3.6575  7.6321  5.6853
H  4.6987  1.5635  -2.6127
H  -1.3060  5.5490  7.1073
O  -0.0795  1.1204  -0.9716
H  6.1543  3.2606  -5.1249
H  3.2734  0.2982  3.4608
H  4.5507  5.2437  1.1444
H  1.2574  -6.7995  1.8569
C  -3.2085  -2.8675  -1.8657
H  1.3793  2.3040  6.0945
H  2.9176  6.9989  9.1932
H  2.6406  4.2489  6.7792
C  -3.0784  -5.1995  -1.0122
O  -2.5926  -3.3246  -4.0961
H  -3.2374  -6.1873  -1.4442
H  -11.4468  -6.5325  -5.9220
H  3.7981  1.4825  4.6441
H  3.4988  -6.9825  1.3347
H  2.8696  -4.1082  0.7179
C  2.1182  6.3220  6.7016
C  5.6801  2.3761  -4.7021
H  5.8635  6.2873  2.9815
H  4.0489  9.3345  3.9297
H  2.7183  4.5868  -3.8127
C  -3.2312  7.4754  8.9455
C  -4.5762  6.7694  8.9348
C  -2.2859  7.1875  6.1289
H  -1.5735  -9.2465  -6.4810
C  3.8854  2.0463  -3.1596
H  1.4628  -0.7709  -4.7451
H  -3.2763  8.3920  8.3460
C  3.0828  1.3032  3.8434
H  -2.7573  -4.4248  0.9967
H  -2.2830  6.7055  5.1508
O  2.3514  -3.7921  -4.5578
H  0.0277  -9.0264  -5.7976
H  0.6512  -0.3515  0.2803
H  3.7343  8.5305  -0.9216
H  -0.5353  -5.4212  1.3037
H  4.5324  -4.4445  1.1422
H  1.5554  0.4916  5.0648
H  1.3624  4.7643  10.6055
H  1.2919  6.4908  10.9945
C  -2.5791  -7.2556  -4.8681
C  -2.4178  -2.6398  -3.1068
H  1.2513  4.6609  7.7740
H  4.3610  9.1195  -2.4666
C  -7.7388  -7.7131  -6.7572
H  1.7744  6.5319  -1.6394
H  3.0946  6.6465  6.3392
C  -0.4303  -6.2583  0.6108
C  3.3964  -6.2140  0.5680
C  2.8912  0.9905  -3.6313
H  3.8276  6.7986  0.7451
C  -3.7743  -8.0029  -5.4314
C  -2.4097  -0.6833  -1.0244
O  3.1351  5.0400  8.5520
C  2.1385  5.4454  -3.4745
H  -8.4690  -8.4100  -7.1842
H  3.4403  6.0140  2.2766
C  4.1283  8.2743  3.6876
C  3.7700  8.3344  -1.9941
H  -4.1598  -4.5405  -2.7529
H  0.5578  0.2201  3.0006
C  -3.1852  -1.9361  -0.9038
C  0.7054  -0.7360  -3.9758
H  3.1567  7.9678  3.2827
C  -10.5737  -7.1785  -6.0182
H  1.0797  5.2438  -3.6417
H  2.7536  8.4046  -2.3839
H  -10.4671  -7.4357  -7.0726
C  -1.2954  -0.6850  -2.0172
H  4.1838  -6.3258  -0.1751
O  1.4986  2.5605  5.1779
H  1.4535  6.1953  5.8463
O  -2.1463  6.6645  8.5342
C  -2.2185  6.1357  7.2225
H  -6.6619  -5.9349  -7.3388
H  3.5997  5.8434  10.3239
H  -2.9838  7.7766  9.9634
C  -3.9548  -4.1611  -1.7541
O  -1.3833  -8.0121  -4.8177
H  -3.7740  -2.0451  -0.0017
H  -2.9247  -6.4188  2.2474
C  1.6746  1.3658  4.4133

The SMILES is CCCCCCCCCCC1=CC(=O)c2c(OCCNC[C@@H](C)O)c(OCCOCC)cc(C(=O)NC(=O)F)c2C1=O.CCOCC.CCOCC.CCOCC.CCOCC.CCOCC.CCOCC. The calculation puts the HOMO energy at -0.3291 Eh. The gap between HOMO and LUMO comes out at 7.50 eV. Its charge is 0.

Löwdin atomic charge list, values in e, 99 entries:
1 C -0.0753
2 H 0.1226
3 H 0.0808
4 H 0.1073
5 O -0.1591
6 H 0.0721
7 H 0.0708
8 H 0.1090
9 H 0.0764
10 H 0.1161
11 H 0.1064
12 H 0.0986
13 C -0.1081
14 H 0.1129
15 H 0.0818
16 H 0.1048
17 O -0.1629
18 H 0.1163
19 H 0.1129
20 H 0.0769
21 H 0.0657
22 H 0.1082
23 C -0.1602
24 C -0.2801
25 C -0.0299
26 H 0.1355
27 H 0.1114
28 C -0.3687
29 C -0.0794
30 C -0.0748
31 H 0.1172
32 H 0.0681
33 C -0.1957
34 C -0.5239
35 H 0.1082
36 C -0.1477
37 H 0.0850
38 C -0.2093
39 H 0.0699
40 N 0.1844
41 H 0.0786
42 H 0.0854
43 H 0.0707
44 O -0.1820
45 H 0.1115
46 N -0.0485
47 H 0.0550
48 H 0.0936
49 C -0.2790
50 H 0.1066
51 H 0.1085
52 C -0.2738
53 H 0.0809
54 H 0.1207
55 C -0.2838
56 O 0.0032
57 H 0.0654
58 H 0.1071
59 H 0.0736
60 O -0.1598
61 C -0.0700
62 C -0.1902
63 H 0.1209
64 H 0.0698
65 C -0.0691
66 H 0.0651
67 C -0.1807
68 C -0.0772
69 O 0.1919
70 F 0.0939
71 H 0.0788
72 H 0.0690
73 C -0.2061
74 H 0.0716
75 H 0.1379
76 H 0.0773
77 H 0.1180
78 H 0.1084
79 C -0.2764
80 H 0.0660
81 C -0.2186
82 H 0.1194
83 C -0.2103
84 C -0.1423
85 C -0.2699
86 C -0.2771
87 H 0.0798
88 H 0.1071
89 C -0.0633
90 H 0.1098
91 H 0.1052
92 O 0.1282
93 H 0.0353
94 H 0.1276
95 H 0.1076
96 O -0.0200
97 H 0.1158
98 H 0.0804
99 H 0.0803

***

Entry 3:
This record from the Open Molecules 2025 dataset describes an isolated ion of composition C4H5BrClFN3O2 and charge +1. The level of theory is wB97M-V/def2-TZVPD.

Positions of all 17 atoms, in Å:
H  1.5091  2.4124  2.2529
N  -0.0562  1.0022  -2.6548
N  -0.0526  -0.6866  -0.7833
H  -0.7252  -2.5391  -1.4195
C  1.2582  1.5750  1.3905
O  -1.8770  1.7608  -0.0378
H  1.0669  -2.0759  -1.6400
C  -0.7585  -0.3306  0.3258
C  -0.0613  0.2198  -1.8074
F  -0.2474  -0.7085  1.4776
O  -0.0891  1.9713  0.9763
H  0.1396  -2.6083  0.0754
H  0.9909  0.6056  1.8547
Br  -2.7537  -1.0501  0.5333
Cl  2.4036  1.3596  0.0578
C  0.1911  -2.0994  -0.9847
N  -0.9385  1.1918  0.3831

The SMILES is CN(C#N)[C@](F)(Br)[N+](=O)OCCl. The calculation puts the HOMO energy at -0.5466 Eh. For the energy above the lowest of the compared OMol25 structures with the same formula, charge and spin, the calculation gives 79.2 kcal/mol. The gap between HOMO and LUMO comes out at 7.66 eV. Its charge is +1.

Quick look at the Löwdin charges, all values in e:
1 H 0.1942
2 N 0.2524
3 N -0.1139
4 H 0.1021
5 C -0.4837
6 O 0.2510
7 H 0.1222
8 C -0.7078
9 C -0.2620
10 F 0.0654
11 O 0.0231
12 H 0.1500
13 H 0.0770
14 Br 0.7554
15 Cl 0.7090
16 C 0.0157
17 N -0.1501

***

Entry 4:
This record from the Open Molecules 2025 dataset describes the molecule C5H9NO. The level of theory is wB97M-V/def2-TZVPD.

Positions of all 16 atoms, in Å:
H  -0.1554  -0.6278  2.0293
C  -0.1023  0.3304  -0.6499
H  -1.5318  1.2327  0.7130
H  0.9091  -2.1366  2.4293
H  0.1511  1.7639  0.9392
C  -1.0705  -0.2241  -1.6671
N  1.5346  -0.8946  0.8572
H  2.5212  -1.1326  0.8751
H  -2.0366  -0.4274  -1.1859
O  1.3212  0.6121  -1.1178
H  -1.2381  0.5036  -2.4640
C  0.7426  -1.2124  1.8980
H  -0.7891  2.3359  -0.4581
H  -0.7054  -1.1613  -2.0953
C  -0.5970  1.4779  0.1958
C  1.0464  -0.4398  -0.2988

The calculation puts the HOMO energy (alpha / beta) at -0.2472 / -0.2548 Eh. For the energy above the lowest of the compared OMol25 structures with the same formula, charge and spin, the calculation gives 111.1 kcal/mol. The gap between HOMO and LUMO (alpha / beta) comes out at 7.53 / 7.72 eV. Its charge is 0.

Quick look at the Löwdin charges, all values in e:
1 H 0.0428
2 C -0.4241
3 H 0.0868
4 H 0.0404
5 H 0.0903
6 C -0.0133
7 N -0.0257
8 H 0.1580
9 H 0.0887
10 O 0.0574
11 H 0.0866
12 C -0.0446
13 H 0.0901
14 H 0.0869
15 C -0.0253
16 C -0.2951